No. 1
Formula: C3HLiO4V
Source: the OMol25 dataset
Level of theory: ωB97M-V with the def2-TZVPD basis set

Last column: natural (NBO) charge in e.
Cartesian coordinates (Å):
O1 -1.69599 0.12842 -2.02360  -0.762
C1 -1.00538 -0.21140 -1.10115  1.033
O2 -0.62560 -1.27635 -0.61190  -0.532
V1 -2.80101 -0.38370 -3.53470  0.908
O3 -0.11257 1.07375 0.03422  -0.669
C2 0.66539 0.32299 0.89213  -0.144
C3 0.59696 -0.96370 0.89719  0.522
O4 1.08244 -2.05647 1.28092  -0.841
Li1 1.07478 -3.59867 2.09722  0.983
H1 0.69196 1.68730 0.83736  0.502

Computed properties:
Charge: +1
2S+1: 5
Electronic energy: -1366.93309 hartree
⟨S²⟩: 6.002

---

No. 2
Formula: C22H39Al2BrCl2F5K2N3O5P2S
Source: the OMol25 dataset
Level of theory: ωB97M-V with the def2-TZVPD basis set

Last column: Löwdin charge in e.
Cartesian coordinates (Å):
C1 3.08437 -2.98551 4.16285  -0.183
C2 1.57007 -2.83057 4.40801  -0.431
P1 0.70771 -1.52333 3.34746  0.825
C3 1.14425 -1.79709 1.51319  -0.606
P2 1.43887 0.45012 4.02552  0.609
N1 1.81058 2.03179 4.77685  -0.225
C4 3.07070 0.36502 3.08314  -0.300
C5 4.30887 0.79247 3.90284  -0.340
C6 5.67868 0.59501 3.00127  -0.830
S1 6.07740 -1.16904 2.61607  0.799
C7 -0.19467 1.13529 3.32280  -0.816
Cl1 -0.21043 2.91553 3.03079  0.600
C8 -1.48301 0.77133 4.12051  -0.795
C9 -1.28667 0.22161 5.53421  -0.187
Cl2 -2.51085 -0.39113 3.22112  0.606
H1 3.56870 -2.09967 4.59870  0.026
H2 3.44786 -3.85503 4.71635  0.067
H3 3.37811 -3.06182 3.11918  0.048
H4 1.40852 -2.47818 5.43178  0.047
H5 0.99162 -3.74221 4.30168  0.060
H6 1.38032 -0.85702 1.02628  -0.005
H7 0.38484 -2.35569 1.01525  -0.067
H8 2.14226 -2.41568 1.46376  -0.131
H9 1.47042 -0.09834 5.35909  0.025
H10 2.36327 2.65275 4.20331  0.003
H11 2.30429 1.84203 5.63804  0.008
H12 3.00089 1.04359 2.22408  0.079
H13 3.34009 -0.60661 2.67650  0.043
H14 4.36806 0.18838 4.86657  0.062
H15 4.29539 1.88979 4.19290  0.108
H16 6.60757 1.04024 3.60868  -0.175
H17 5.52045 1.19559 2.02231  -0.022
H18 5.65264 -1.96678 3.63738  -0.104
H19 -0.30087 0.66481 2.34276  0.016
H20 -2.05758 1.68115 4.21436  0.059
H21 -0.92969 -0.81025 5.54955  0.031
H22 -2.23264 0.21320 6.07055  0.070
H23 -0.55747 0.79044 6.11863  0.058
C10 -1.74349 0.30421 -5.63234  -0.063
C11 -1.78695 -0.70962 -4.50353  -0.155
N2 -1.81974 -0.08192 -3.16828  -0.046
C12 -2.42472 -0.60013 -2.04242  -0.006
C13 -2.20927 0.28652 -1.03389  0.034
N3 -1.47333 1.31417 -1.56921  -0.073
C14 -1.23199 1.06399 -2.84460  -0.043
C15 -1.01395 2.51197 -0.86449  0.018
H24 -0.81925 0.88285 -5.61368  0.073
H25 -1.79440 -0.20333 -6.59202  0.079
H26 -2.57970 1.00253 -5.56378  0.075
H27 -0.91530 -1.36655 -4.54801  0.129
H28 -2.67665 -1.32748 -4.60733  0.121
H29 -2.93682 -1.53906 -2.10220  0.125
H30 -2.49010 0.31732 0.01391  0.118
H31 -0.66285 1.69392 -3.50094  0.160
H32 -1.44125 3.38958 -1.34374  0.099
H33 0.07462 2.55814 -0.91411  0.088
H34 -1.34197 2.47230 0.18733  0.066
C16 3.91848 2.63079 0.43500  -0.356
O1 4.31829 3.25317 1.59950  -0.395
H35 4.19199 3.13341 -0.51568  0.069
H36 4.30031 1.58968 0.25449  0.061
H37 2.82485 2.48897 0.30973  0.067
F1 -2.75164 1.71528 1.99355  -0.713
Al1 6.55263 2.48150 2.35892  0.884
C17 -8.08273 -0.60147 -4.23384  0.224
C18 -7.57543 0.15272 -5.32859  -0.356
C19 -6.08227 0.40900 -5.27232  -0.346
O2 -5.46620 0.96507 -6.13802  0.151
C20 -5.36444 -0.04332 -4.09107  0.204
C21 -5.87067 -0.78435 -2.99225  -0.342
C22 -7.34240 -1.13329 -3.09775  -0.346
O3 -7.92546 -1.81263 -2.30209  0.164
O4 -5.25245 -1.14874 -2.01998  0.142
O5 -8.20570 0.58253 -6.25920  0.164
H38 -9.14202 -0.83777 -4.20345  0.146
H39 -4.31761 0.23950 -4.09410  0.111
F2 0.58445 0.14143 -8.17952  -0.192
Al2 0.80065 -1.54992 -8.37365  -0.073
F3 -0.51676 -2.38800 -7.65540  -0.193
F4 2.28625 -2.02790 -7.55488  -0.359
F5 0.92263 -1.94527 -10.03061  -0.188
K1 6.45784 0.40940 5.08084  0.872
K2 3.22312 -2.34514 -5.44085  0.945
Br1 2.04841 -2.98031 -0.46981  -0.172

Computed properties:
Charge: 0
Electronic energy: -8161.22058 hartree

---

No. 3
Formula: C19H30NSc
Source: the OMol25 dataset
Level of theory: ωB97M-V with the def2-TZVPD basis set

Last column: natural (NBO) charge in e.
Cartesian coordinates (Å):
C1 0.74019 1.93865 -0.39240  -0.459
H1 1.21219 2.29405 0.52710  0.272
H2 1.52009 1.88115 -1.16290  0.254
H3 1.26759 -0.02855 0.90330  -0.310
C2 -0.38381 2.87895 -0.81620  -0.452
H4 -1.09331 2.35465 -1.46820  0.212
H5 -0.95481 3.19065 0.06690  0.238
C3 0.14469 4.12495 -1.54660  -0.587
H6 -0.67651 4.76935 -1.88240  0.263
H7 0.79319 4.71685 -0.89040  0.240
H8 0.73359 3.84055 -2.42680  0.217
C4 -0.70551 -2.05405 -0.98260  -0.204
C5 -1.11571 -0.99945 -1.89290  0.170
C6 0.06089 -0.41115 -2.43610  -0.143
C7 1.20759 -1.05335 -1.83600  -0.053
C8 0.71869 -2.10335 -0.96800  0.055
C9 1.56529 -3.11115 -0.25020  -0.662
C10 2.63659 -0.80525 -2.21570  -0.653
C11 0.12809 0.64265 -3.49670  -0.646
C12 -2.53121 -0.68235 -2.27300  -0.692
C13 -1.63331 -2.99615 -0.27500  -0.653
Sc1 0.11469 -0.07735 -0.16850  1.486
H9 3.31529 -1.08265 -1.40520  0.255
H10 2.91399 -1.38905 -3.10390  0.286
H11 2.80669 0.25045 -2.44770  0.245
H12 2.58319 -2.74175 -0.10400  0.257
H13 1.15099 -3.35275 0.73190  0.253
H14 1.62519 -4.04295 -0.82870  0.291
H15 -2.59901 -2.52665 -0.06860  0.235
H16 -1.82201 -3.88635 -0.89020  0.279
H17 -1.21091 -3.33065 0.67580  0.237
H18 -2.61191 0.31545 -2.71190  0.249
H19 -2.90841 -1.40485 -3.00940  0.297
H20 -3.19431 -0.72005 -1.40450  0.248
H21 0.96719 1.32615 -3.33400  0.237
H22 0.26809 0.17905 -4.48190  0.279
H23 -0.78961 1.23425 -3.53400  0.238
N1 -1.18261 -0.23695 1.56730  -0.904
C14 -0.60561 0.05675 2.83190  0.171
C15 0.45709 -0.71975 3.32430  -0.262
C16 1.00259 -0.45085 4.58310  -0.170
C17 0.48639 0.58765 5.36300  -0.184
C18 -0.57431 1.36075 4.88370  -0.165
C19 -1.11901 1.09875 3.62320  -0.268
H24 -1.36361 -1.23985 1.50270  0.423
H25 -2.00311 0.33985 1.32900  0.423
H26 0.85729 -1.53435 2.73390  0.211
H27 1.82099 -1.05225 4.95680  0.241
H28 0.90539 0.79005 6.34020  0.245
H29 -0.97791 2.16065 5.49190  0.244
H30 -1.94701 1.70135 3.26880  0.219

Computed properties:
Charge: +2
Electronic energy: -1556.73845 hartree

---

No. 4
Formula: C4H5NO
Source: the OMol25 dataset
Level of theory: ωB97M-V with the def2-TZVPD basis set

Last column: natural (NBO) charge in e.
Cartesian coordinates (Å):
N1 -1.36995 1.55543 1.71036  -0.264
C1 -0.47293 0.99824 1.22704  0.176
C2 0.67576 0.90231 0.28616  -0.515
C3 0.40984 -0.49610 -0.12266  0.193
C4 -0.47033 -1.16655 -1.06088  -0.134
O1 0.94474 -0.99915 -1.30853  -0.456
H1 1.55515 0.94380 0.94098  0.257
H2 0.75675 1.67018 -0.49064  0.237
H3 -0.13983 -0.56628 1.33887  0.118
H4 -0.71499 -2.20698 -0.82941  0.196
H5 -1.17420 -0.63489 -1.69130  0.191

Computed properties:
Charge: 0
Electronic energy: -285.21276 hartree

---

No. 5
Formula: C4H8O2
Source: the OMol25 dataset
Level of theory: ωB97M-V with the def2-TZVPD basis set

Last column: natural (NBO) charge in e.
Cartesian coordinates (Å):
C1 -1.97587 0.24170 -0.42191  -0.603
C2 -0.82769 0.51313 0.54904  -0.425
C3 0.33617 -0.45143 0.33096  -0.085
O1 1.57295 0.27634 0.46297  -0.504
C4 2.60488 -0.19896 -0.23859  0.649
O2 2.59875 -1.18287 -0.93235  -0.587
H1 -2.44251 -0.73239 -0.23745  0.205
H2 -2.75327 1.00741 -0.34021  0.214
H3 -1.60978 0.24348 -1.45526  0.205
H4 -1.18428 0.45887 1.58418  0.205
H5 -0.45171 1.53118 0.40129  0.217
H6 0.34931 -1.26948 1.05874  0.188
H7 0.30839 -0.89524 -0.66792  0.202
H8 3.47467 0.45826 -0.09352  0.121

Computed properties:
Charge: 0
Electronic energy: -307.68736 hartree
SMILES string: CCCOC=O

---

No. 6
Formula: C16H16N4OS
Source: the OMol25 dataset
Level of theory: ωB97M-V with the def2-TZVPD basis set

Last column: natural (NBO) charge in e.
Cartesian coordinates (Å):
C1 -5.66869 -2.31792 -0.28454  -0.252
H1 -6.16977 -2.91649 -1.04360  0.202
O1 -4.52237 -1.79324 -0.90964  -0.492
C2 -3.70731 -0.97295 -0.19167  0.300
C3 -3.89257 -0.62987 1.14326  -0.311
C4 -2.98860 0.21729 1.76136  -0.173
C5 -1.90142 0.72526 1.07606  -0.250
C6 -1.71100 0.38864 -0.25870  -0.021
C7 -2.61184 -0.45631 -0.88220  -0.216
H2 -2.49034 -0.72807 -1.91956  0.213
C8 -0.52093 0.89313 -1.04833  -0.056
N1 0.05988 2.07759 -0.49047  -0.227
C9 1.10349 2.09043 0.36568  0.519
N2 1.45325 3.33370 0.64121  -0.542
C10 0.57344 4.05693 -0.08812  0.153
N3 -0.27916 3.35220 -0.78516  -0.307
H3 0.57767 5.12720 -0.09337  0.196
N4 1.62277 0.94465 0.86395  -0.611
H4 2.51980 1.01787 1.31398  0.419
C11 1.21552 -0.33878 0.31538  -0.073
C12 2.37379 -1.27902 0.26129  -0.208
C13 2.46019 -2.54414 0.75333  -0.241
C14 3.71173 -3.15072 0.50147  -0.255
C15 4.55773 -2.33598 -0.17528  -0.403
S1 3.84771 -0.81166 -0.52806  0.425
H5 5.56246 -2.52989 -0.49359  0.238
H6 3.96603 -4.14665 0.81605  0.227
H7 1.65765 -3.02810 1.28040  0.226
C16 0.60423 -0.15548 -1.08490  -0.398
H8 0.21354 -1.11044 -1.43434  0.234
H9 1.38638 0.18107 -1.77019  0.220
H10 0.44801 -0.77594 0.97527  0.215
H11 -0.84610 1.12736 -2.06855  0.237
H12 -1.21324 1.38900 1.57618  0.223
H13 -3.13924 0.48347 2.79697  0.216
H14 -4.73130 -1.00795 1.70571  0.220
H15 -6.34230 -1.52337 0.05173  0.178
H16 -5.40728 -2.95757 0.56478  0.175

Computed properties:
Charge: 0
Electronic energy: -1311.75670 hartree
SMILES string: COc1cccc([C@@H]2C[C@@H](c3cccs3)Nc3ncnn32)c1